Entry from OMol25: a structure of composition C38H51N7O2PdS (the ωB97M-V functional and the def2-TZVPD basis).

```
100
Properties=species:S:1:pos:R:3:forces:R:3:nbo_charge:R:1
Pd 1.279571 0.010330 -0.359794 -0.183 -0.065 -0.050 0.046
C 3.058105 2.697506 -1.293053 0.053 0.081 -0.155 -0.623
C 1.989195 3.611951 -1.813997 -0.023 -0.061 0.108 -0.053
C 2.262313 4.508806 -2.838635 -0.051 0.001 -0.011 -0.219
C 1.269558 5.318635 -3.370888 -0.058 0.004 0.003 -0.273
C -0.023244 5.203534 -2.875918 0.072 0.029 -0.073 -0.233
C -0.331193 4.321239 -1.850179 -0.024 -0.087 0.038 -0.056
C -1.749508 4.170140 -1.382905 -0.003 0.051 0.024 -0.629
C 0.687390 3.528200 -1.276035 0.136 0.025 -0.096 0.272
N 0.408235 2.579773 -0.303231 -0.154 0.104 0.009 -0.677
C -0.129757 2.970631 0.834292 0.244 0.097 -0.273 0.540
O -0.255047 4.131357 1.295670 -0.095 0.038 0.043 -0.768
C -0.695565 1.842683 1.667715 -0.112 -0.072 0.165 0.201
C -1.717497 2.141509 2.566984 -0.001 0.072 0.010 -0.221
C -2.283095 1.114622 3.301443 0.041 -0.058 -0.019 -0.222
C -1.806123 -0.175985 3.125846 -0.003 0.060 0.042 -0.263
C -0.775552 -0.390663 2.215216 0.035 0.169 0.017 0.129
N -0.236139 0.604085 1.506979 -0.073 -0.106 -0.007 -0.468
C -0.256786 -1.805502 2.038758 0.173 -0.278 -0.164 0.571
O -0.880086 -2.705909 2.654065 -0.038 0.053 0.084 -0.771
N 0.790134 -1.926769 1.247075 0.006 0.095 0.133 -0.679
C 1.481817 -3.129544 1.243943 0.098 -0.143 0.046 0.269
C 2.028343 -3.678151 2.428340 -0.031 0.077 -0.052 -0.054
C 1.857222 -2.969671 3.741255 0.003 -0.080 -0.013 -0.636
C 2.773162 -4.848478 2.368775 -0.015 -0.022 -0.022 -0.234
C 3.008871 -5.496485 1.164869 0.004 -0.008 0.050 -0.271
C 2.512723 -4.933912 -0.001704 0.054 -0.031 0.015 -0.218
C 1.772895 -3.759547 0.017119 -0.089 0.050 -0.044 -0.050
C 1.323102 -3.123137 -1.263403 0.027 -0.209 0.001 -0.623
H 3.963615 2.788844 -1.898588 0.018 -0.003 0.043 0.187
H 2.714272 1.655687 -1.330422 -0.037 -0.133 0.057 0.241
H 3.311577 2.903983 -0.253203 -0.025 0.037 0.068 0.206
H 3.271433 4.561574 -3.236395 0.013 -0.021 0.015 0.183
H 1.491924 6.010673 -4.175709 0.003 0.002 -0.001 0.182
H -0.819663 5.804324 -3.306937 -0.012 -0.003 0.012 0.180
H -2.442765 4.652735 -2.076618 0.022 0.013 -0.014 0.182
H -1.870357 4.606222 -0.388658 -0.024 -0.036 0.030 0.235
H -2.012988 3.111066 -1.313511 0.019 0.023 0.024 0.216
H -2.027552 3.173163 2.660329 0.007 -0.003 -0.001 0.226
H -3.085454 1.315636 4.003672 -0.004 -0.003 0.000 0.192
H -2.196876 -1.030445 3.660469 0.002 0.000 -0.001 0.240
H 1.998638 -1.895813 3.600558 -0.030 0.057 0.024 0.215
H 2.580162 -3.335439 4.476362 0.012 0.008 -0.021 0.180
H 0.845018 -3.109073 4.126837 -0.006 0.025 0.005 0.241
H 3.183623 -5.251961 3.290607 0.004 0.001 0.001 0.179
H 3.590057 -6.411737 1.136482 0.004 0.001 -0.013 0.182
H 2.720919 -5.408165 -0.956350 -0.021 0.024 -0.018 0.183
H 1.647221 -3.718626 -2.121257 -0.007 0.012 -0.006 0.185
H 1.756301 -2.118216 -1.345556 -0.062 0.160 -0.042 0.242
H 0.238430 -3.006541 -1.313034 -0.002 0.063 0.043 0.209
C -4.031760 -3.334133 0.414278 0.047 0.030 0.016 -0.599
C -3.096596 -2.143992 0.246095 -0.047 -0.015 -0.098 -0.405
C -3.735901 -1.007012 -0.546415 0.045 0.003 0.060 -0.389
C -2.776042 0.167026 -0.736421 0.044 -0.091 0.142 -0.237
N -1.621299 -0.177345 -1.553108 -0.065 0.036 -0.042 -0.633
C -1.270959 0.403258 -2.701699 0.073 0.075 -0.029 0.314
S 0.311070 0.364832 -3.246928 0.085 0.041 0.041 -0.263
N -2.253903 1.044859 -3.441304 0.044 -0.093 -0.009 -0.649
C -3.502589 0.349619 -3.746946 -0.047 -0.061 -0.035 -0.211
C -3.299162 -1.040157 -4.348758 0.030 0.003 0.024 -0.419
C -2.492862 -1.021415 -5.641423 -0.010 -0.022 -0.021 -0.412
C -2.344237 -2.410350 -6.252012 -0.012 0.063 0.039 -0.597
H -3.547640 -4.127834 0.983933 0.012 0.003 0.005 0.221
H -4.331123 -3.741160 -0.556380 -0.011 -0.010 0.001 0.183
H -4.940834 -3.041709 0.948438 -0.021 -0.011 -0.006 0.182
H -2.181469 -2.467400 -0.258264 0.003 -0.007 0.008 0.212
H -2.776233 -1.789374 1.227356 -0.088 -0.031 -0.058 0.229
H -4.623604 -0.642860 -0.014247 -0.009 -0.014 -0.001 0.188
H -4.075693 -1.390415 -1.515893 -0.005 0.038 0.004 0.180
H -2.397017 0.448178 0.248356 -0.001 0.070 -0.026 0.226
H -3.259970 1.054271 -1.146702 -0.015 -0.062 -0.045 0.202
H -0.779610 -0.508454 -1.054440 0.100 0.066 0.247 0.430
H -1.813815 1.449673 -4.255026 -0.020 0.037 0.006 0.399
H -4.054909 0.983968 -4.445592 0.027 0.014 -0.017 0.187
H -4.111802 0.271517 -2.848591 -0.034 0.023 -0.042 0.200
H -4.279826 -1.500184 -4.521611 -0.014 0.018 -0.002 0.188
H -2.784657 -1.665901 -3.611801 -0.001 -0.005 -0.025 0.219
H -1.500376 -0.614021 -5.432771 0.001 0.021 -0.005 0.235
H -2.975503 -0.347723 -6.360391 -0.003 -0.005 -0.007 0.175
H -1.810402 -3.069135 -5.564831 0.001 -0.020 -0.007 0.212
H -1.782783 -2.375822 -7.187128 0.006 -0.020 -0.003 0.199
H -3.320725 -2.858074 -6.456828 0.003 -0.014 -0.012 0.184
N 4.002059 -0.979305 0.679616 0.137 -0.027 0.050 -0.401
C 3.617408 -0.353887 1.573527 0.017 0.089 -0.119 0.461
N 3.243287 0.349280 2.649008 -0.086 -0.077 -0.062 -0.494
C 4.027664 0.139613 3.858534 0.027 -0.004 0.085 -0.196
C 3.220318 0.571917 5.075543 0.009 0.023 -0.029 -0.406
C 2.736813 2.012323 4.919528 -0.022 -0.024 0.042 -0.395
C 1.943066 2.161415 3.624607 -0.008 -0.002 0.002 -0.413
C 2.773344 1.721971 2.430538 0.053 -0.062 0.145 -0.221
H 4.964515 0.721076 3.815653 0.001 -0.020 -0.030 0.159
H 4.286533 -0.917831 3.918735 0.002 0.012 -0.022 0.218
H 3.832204 0.458417 5.975783 0.011 -0.012 -0.021 0.192
H 2.358526 -0.094025 5.171894 -0.011 0.003 0.010 0.214
H 3.601526 2.688274 4.904766 0.006 -0.010 -0.012 0.180
H 2.124938 2.297480 5.780116 0.000 0.012 -0.017 0.198
H 1.615689 3.190547 3.468478 -0.037 0.008 -0.013 0.232
H 1.048422 1.535810 3.678685 0.001 0.019 -0.018 0.213
H 3.640575 2.391817 2.322250 0.036 0.023 -0.047 0.159
H 2.204766 1.733239 1.502111 -0.121 -0.018 -0.062 0.274
```
Positions in Å, forces in eV/Å.

The value obtained for the maximum force is 0.0074 Eh/bohr. Its total charge is -2. Its LUMO energy is 4.4 eV. For the HOMO energy, the calculation gives -0.21 eV.

---

Entry from OMol25: a structure of composition C38H52As3CdN2O2P (the ωB97M-V functional and the def2-TZVPD basis).

```
99
Properties=species:S:1:pos:R:3:forces:R:3:mulliken_charge:R:1
Cd 0.274278 -1.418922 0.334870 -0.165 0.276 -0.028 2.084
C -3.993898 0.778087 0.048208 2.103 -1.178 0.148 -1.623
C -4.363312 0.546566 1.480900 -1.410 0.496 -0.555 1.339
C -5.334433 1.442436 2.013630 0.577 -1.456 -0.476 -0.891
C -5.875921 1.171160 3.233482 -0.510 0.220 0.665 -0.606
C -5.468043 0.085317 4.006464 0.329 0.561 0.912 -0.911
C -4.479733 -0.731002 3.525481 0.631 -0.107 -1.139 -0.538
C -3.936159 -0.559880 2.204998 -0.444 0.264 1.926 -0.042
P -2.506885 -1.509567 1.614457 0.133 0.537 -1.716 1.073
C -2.070004 -2.724135 2.846760 -0.551 -0.975 -0.647 1.429
C -2.370646 -4.065244 2.546769 0.710 -0.139 1.700 -0.938
C -2.161674 -5.069974 3.498422 0.614 0.293 0.190 -0.820
C -1.619092 -4.729998 4.750860 -0.388 1.755 -0.377 -0.692
C -1.268483 -3.360528 4.981722 -0.180 -0.686 -0.639 -0.876
C -1.425693 -2.319183 4.010466 -0.845 -2.215 0.938 0.717
C -1.182985 -0.873834 4.235245 2.520 0.064 1.282 -0.940
C -3.224966 -2.354713 0.141568 1.194 -0.364 -0.048 0.108
C -4.560030 -2.338957 -0.142430 -2.059 -0.272 -1.055 -0.757
C -5.076224 -2.611612 -1.438708 0.678 0.925 0.920 -0.687
C -4.205785 -2.876597 -2.478695 0.671 -0.104 1.488 -0.765
C -2.855122 -3.048921 -2.181153 -0.278 0.620 1.499 -0.931
C -2.337642 -2.830105 -0.870775 -0.482 0.146 -0.483 1.097
C -0.935485 -3.089434 -0.527328 0.692 -0.072 -0.179 -2.175
H -4.653951 0.315421 -0.694892 0.201 -0.118 0.310 0.401
H -2.913598 0.439540 -0.100666 -1.496 -0.027 -0.171 -0.623
H -3.947847 1.815272 -0.117703 -0.311 1.470 -0.429 0.951
H -5.741711 2.244923 1.412188 0.270 0.094 -0.046 0.434
H -6.630877 1.830920 3.612205 -0.316 0.256 0.250 0.387
H -5.771824 0.010835 5.072469 -0.067 -0.145 -0.999 0.348
H -4.072156 -1.480776 4.181285 0.066 -0.397 -0.028 0.452
H -2.732372 -4.309935 1.579162 -0.516 -0.198 -0.575 0.452
H -2.362867 -6.111518 3.259817 -0.148 0.194 0.021 0.429
H -1.576532 -5.447821 5.586105 0.231 0.382 -0.638 0.338
H -0.892364 -3.156344 5.971108 0.186 0.408 0.119 0.442
H -1.030252 -0.691354 5.324490 -0.163 0.034 -0.718 0.438
H -1.993161 -0.289370 3.888921 -0.745 0.741 -0.231 0.208
H -0.239982 -0.515176 3.717776 -1.013 -0.407 0.380 -0.103
H -5.313726 -2.104394 0.606100 0.309 0.243 0.098 0.524
H -6.103991 -2.369512 -1.660043 -0.277 -0.376 0.177 0.383
H -4.604260 -2.966815 -3.450105 -0.118 -0.175 -1.126 0.474
H -2.156638 -3.281559 -2.937496 0.647 -0.400 -0.801 0.458
H -0.364059 -3.553126 -1.353216 -0.307 0.208 0.387 0.482
H -0.871719 -3.731633 0.355637 0.025 -0.166 -0.190 0.556
C -1.098588 2.573005 0.290140 0.891 0.433 0.386 -0.778
As -0.530774 1.271533 -0.985218 1.036 -0.011 -1.299 0.704
C -1.614101 1.829691 -2.503957 -0.819 0.141 -0.555 -1.322
C 1.070597 2.347435 -1.513362 0.745 0.157 -0.410 -1.695
C 2.167821 1.929582 -2.551820 0.208 -1.131 -0.178 3.265
C 3.106775 3.138076 -2.783070 -0.503 0.958 -1.045 -1.816
C 3.141548 0.861454 -1.980305 -1.319 0.279 -1.292 -2.023
As 2.535039 -0.884965 -1.410604 0.137 -0.342 0.575 0.882
C 4.342407 -1.443436 -0.896832 0.380 1.066 -0.496 -1.335
C 2.453776 -1.876338 -3.080631 0.367 0.458 -1.128 -1.004
C 1.484570 1.374228 -3.873421 0.052 2.176 1.255 -1.957
As 2.205338 1.345697 -5.663634 0.168 0.061 -1.220 0.416
C 2.599082 3.259458 -6.074648 -0.621 -0.426 1.580 -0.972
C 4.049946 0.796307 -5.472365 0.155 -0.474 -1.426 -1.403
H -2.125447 2.314095 0.531832 0.087 0.727 0.214 0.189
H -0.859441 3.596583 -0.082466 -0.768 -0.657 0.278 0.415
H -0.436397 2.373564 1.141226 -0.363 0.120 0.141 0.124
H -1.450465 2.875297 -2.849022 0.039 -0.639 0.417 0.390
H -2.673695 1.708964 -2.248396 0.153 0.135 0.040 0.353
H -1.458277 1.153036 -3.346067 0.142 0.075 0.015 0.354
H 1.572227 2.525935 -0.563909 0.189 0.025 0.199 -0.258
H 0.696747 3.333196 -1.839482 -0.157 -0.313 0.098 0.632
H 3.614355 3.517189 -1.902677 -0.301 -0.249 0.664 0.415
H 2.544811 4.014498 -3.183020 0.344 -0.565 0.122 0.448
H 3.956526 2.945470 -3.461534 -0.616 -0.232 -0.055 0.225
H 3.616020 1.377296 -1.190327 0.883 0.031 1.212 0.687
H 3.851921 0.609697 -2.758244 0.416 0.190 -0.064 0.264
H 5.069954 -1.175956 -1.697187 -0.555 -0.365 0.358 0.366
H 4.388320 -2.480586 -0.652202 0.000 -0.751 0.068 0.464
H 4.635796 -0.873046 -0.022314 -0.024 0.047 0.266 0.292
H 2.979436 -1.311167 -3.917841 -0.697 -0.829 1.024 0.037
H 1.416169 -2.102080 -3.355378 0.265 0.175 -0.052 0.260
H 2.965236 -2.824238 -2.897864 -0.016 0.081 -0.136 0.564
H 0.606797 2.019631 -4.016154 -0.032 -0.175 -0.128 0.606
H 1.087305 0.391457 -3.727139 -0.229 -0.691 0.343 0.136
H 1.998223 3.779259 -5.289324 0.495 0.164 -1.057 0.189
H 2.366106 3.536611 -7.092447 -0.339 0.010 -0.059 0.404
H 3.652431 3.412771 -5.888801 0.210 0.266 0.103 0.297
H 4.113750 -0.272011 -5.459709 -0.057 -0.782 0.124 0.402
H 4.622873 1.155205 -4.667548 0.546 0.754 1.116 0.416
H 4.565006 1.070663 -6.401449 -0.152 0.147 0.120 0.416
O 1.979389 -2.041239 1.804794 -0.498 -0.797 -0.138 -0.606
N 2.753153 -1.168506 2.239596 -0.099 1.356 -0.080 -0.488
N 2.295895 0.047439 2.128420 1.386 0.842 0.366 0.769
O 1.127926 0.366467 1.623516 -0.059 -0.129 -0.198 -0.531
C 3.199353 1.130266 2.587877 -0.532 0.135 0.486 -0.116
C 4.215514 0.849564 3.473396 0.626 -1.291 0.148 -0.251
C 5.032171 1.836385 4.029469 0.260 -0.858 -0.475 -0.692
C 4.796769 3.139541 3.728443 0.409 2.294 -0.266 -0.243
C 3.782821 3.465967 2.834478 0.541 -1.640 0.504 -0.829
C 3.006885 2.479260 2.277496 -1.995 -0.779 -0.792 0.238
H 4.378294 -0.208531 3.655737 0.232 0.217 0.318 0.449
H 5.949857 1.601936 4.546078 -0.229 -0.390 0.470 0.360
H 5.428039 3.987144 4.108050 -0.560 -1.137 -0.245 0.293
H 3.659616 4.448584 2.537049 -0.454 1.852 -0.415 0.502
H 2.116420 2.714118 1.674416 0.634 0.067 0.079 0.009
```
Positions in Å, forces in eV/Å.

The value obtained for the maximum force is 0.0550 Eh/bohr. Its LUMO energy is 0.6 eV. For the HOMO energy, the calculation gives -7.27 eV.